Below is C4H4N2O as an isolated structure in a non-equilibrium geometry, with properties calculated with ωB97M-V/def2-TZVPD.

Output
Molecular weight: 96.1 g mol⁻¹
Relative energy (zero: lowest compared OMol25 entry of this formula, charge and spin): 548.7 kJ/mol
Kohn-Sham gap (alpha / beta): 7.3 / 7.0 eV

```
! wB97M-V def2-TZVPD RIJCOSX def2/J DEFGRID3
* xyz 0 1
C 0.53 -1.60 -0.38
C -0.59 -1.95 0.47
C -0.16 2.11 0.29
C 0.35 0.93 -0.52
N 0.33 -0.30 -0.05
N -0.91 -0.77 0.80
O 0.22 3.25 0.05
H 1.29 -2.08 -0.83
H -1.10 -2.94 0.51
H -0.80 1.97 1.11
H 0.84 1.37 -1.45
*
```